Entry A
{"formula": "C2H12NO2S", "method": "ωB97M-V/def2-TZVPD", "species": ["C", "C", "S", "N", "H", "H", "H", "H", "H", "H", "H", "H", "H", "H", "O", "H", "H", "O"], "xyz": [[-0.5533, -0.4154, 1.0452], [0.7988, 0.3026, 0.9009], [0.4368, 2.1153, 0.7035], [-0.9842, -0.9797, -0.2783], [-0.4744, -1.2716, 1.7145], [-1.3458, 0.2724, 1.3363], [1.3653, 0.1940, 1.8062], [1.2866, 0.0116, -0.0250], [1.5707, 2.4020, 0.0569], [-1.7164, -1.6616, -0.1099], [-1.1720, -0.2334, -0.9737], [-0.2273, -1.5718, -0.6147], [-0.6771, 0.5811, -3.3136], [-0.5314, 1.7250, -2.3059], [-0.6400, 0.7685, -2.3685], [1.1306, -3.8457, 0.4780], [1.1664, -3.4123, -0.9864], [0.6621, -3.2972, -0.1626]], "molar_mass_g_mol": 114.2, "gap_ev": 9.858, "lumo_ev": -3.04, "total_charge": 1}

---

Entry B
{"formula": "C2H12NO2S", "method": "ωB97M-V/def2-TZVPD", "species": ["C", "C", "S", "N", "H", "H", "H", "H", "H", "H", "H", "H", "H", "H", "O", "H", "H", "O"], "xyz": [[0.2639, -0.4185, 0.7964], [-0.4355, -1.1352, -0.3192], [-0.2655, -0.1694, -1.8971], [-0.2204, 1.0342, 0.8920], [0.3506, -0.8478, 1.7901], [1.3155, -0.1865, 0.5619], [0.0647, -2.0926, -0.4495], [-1.4952, -1.3347, -0.1890], [-1.5637, 0.1851, -1.8372], [0.3941, 1.5623, 1.4979], [-0.0229, 1.4090, -0.0502], [-1.2256, 1.1401, 1.0199], [-2.3585, 2.1468, -1.2084], [-3.3712, 2.6779, -0.3735], [-2.5049, 2.2347, -0.2753], [4.3774, -2.2723, 2.1552], [3.0107, -2.3137, 2.7888], [3.5568, -1.7921, 2.1628]], "molar_mass_g_mol": 114.2, "gap_ev": 10.611, "lumo_ev": -3.14, "total_charge": 1}

---

Name the least stable of them. entry B.

---

Entry A
{"formula": "N2", "method": "ωB97M-V/def2-TZVPD", "species": ["N", "N"], "xyz": [[0.1438, 0.0727, 0.5057], [-0.1438, -0.0727, -0.5057]], "molar_mass_g_mol": 28.0, "gap_ev": 17.242, "lumo_ev": 2.38}

---

Entry B
{"formula": "N2", "method": "ωB97M-V/def2-TZVPD", "species": ["N", "N"], "xyz": [[0.0000, 0.0000, 0.7562], [0.0000, 0.0000, -0.7562]], "molar_mass_g_mol": 28.0, "gap_ev": 11.162, "lumo_ev": -1.67}

---

Name the least stable of them. entry B.

---

Entry A
{"formula": "BH3S", "method": "ωB97M-V/def2-TZVPD", "species": ["B", "S", "H", "H", "H"], "xyz": [[0.5602, 0.0884, -0.1985], [0.1438, 0.3222, 1.4431], [-0.1701, -0.5247, -0.8267], [1.6155, 0.5330, -0.4954], [-1.4727, 0.3574, 1.5226]], "molar_mass_g_mol": 45.9, "gap_ev": 10.271, "lumo_ev": 0.04}

---

Entry B
{"formula": "BH3S", "method": "ωB97M-V/def2-TZVPD", "species": ["B", "S", "H", "H", "H"], "xyz": [[0.3269, 0.5736, 0.0062], [-1.2867, -0.0583, 0.0055], [1.2497, -0.1290, 0.1274], [0.4597, 1.7318, -0.1015], [-0.7496, -2.1182, -0.0375]], "molar_mass_g_mol": 45.9, "gap_ev": [8.845, 8.855], "lumo_ev": [-1.68, -1.65]}

---

Name the least stable of them. entry B.

---

Entry A
{"formula": "C7H8N3O", "method": "ωB97M-V/def2-TZVPD", "species": ["C", "C", "C", "C", "C", "C", "C", "N", "N", "N", "O", "H", "H", "H", "H", "H", "H", "H", "H"], "xyz": [[-0.5481, -0.9623, 1.6558], [-1.5127, -0.7516, 2.5277], [0.0906, 0.0897, 1.0043], [0.2593, 1.3121, 1.8407], [-1.7765, 0.6248, 2.9747], [0.9571, -0.4359, -1.3161], [0.0875, -0.3503, -2.4931], [0.6529, -0.0572, -0.1559], [-0.8317, 1.5836, 2.6318], [1.3020, 1.9746, 1.8667], [-2.7454, 0.8883, 3.5964], [-0.6483, -2.0328, 1.1991], [-2.1522, -1.5640, 3.0883], [1.9347, -0.8411, -1.4370], [-0.6783, 0.4310, -2.3607], [-0.3928, -1.3312, -2.7256], [0.7462, -0.3400, -3.5276], [-0.8595, 2.5372, 3.0269], [1.3754, 2.6990, 2.5621]], "molar_mass_g_mol": 150.2, "gap_ev": 8.395, "lumo_ev": -5.72, "total_charge": 1}

---

Entry B
{"formula": "C7H8N3O", "method": "ωB97M-V/def2-TZVPD", "species": ["C", "C", "C", "C", "C", "C", "C", "N", "N", "N", "O", "H", "H", "H", "H", "H", "H", "H", "H"], "xyz": [[2.6212, 1.3230, 0.3712], [3.8004, 0.7264, 0.1152], [1.6160, 0.3580, 0.2288], [2.2963, -0.8579, -0.0912], [0.4396, -2.0186, -0.5044], [0.1425, 0.2065, 0.1357], [-1.7216, -1.2510, 0.2014], [1.7408, -1.9484, -0.5149], [-0.3854, -0.9701, -0.1850], [-0.5827, 1.3608, 0.3210], [3.5819, -0.5961, -0.1481], [2.5031, 2.3502, 0.4229], [4.8349, 1.1649, 0.0016], [-0.0198, -2.9057, -0.9784], [-1.7198, -1.4058, 1.2487], [-2.2050, -0.2643, -0.0781], [-2.0913, -2.0341, -0.3858], [-0.1337, 2.2056, 0.6809], [-1.5960, 1.2280, 0.3235]], "molar_mass_g_mol": 150.2, "gap_ev": 8.986, "lumo_ev": -3.92, "total_charge": 1}

---

Name the least stable of them. entry A.

---

Entry A
{"formula": "C4H8Si", "method": "ωB97M-V/def2-TZVPD", "species": ["C", "C", "C", "C", "Si", "H", "H", "H", "H", "H", "H", "H", "H"], "xyz": [[-0.6132, 1.0194, 3.4674], [-0.2586, 0.6897, 2.3426], [0.6097, -0.7591, -1.6267], [0.3840, 0.1877, 1.2512], [-0.5840, -0.3571, -0.2360], [-0.9555, 1.2246, 4.3827], [1.0909, 0.1386, -2.0477], [1.3956, -1.5150, -1.5555], [-0.1125, -1.1521, -2.4048], [1.4432, -0.0203, 1.4874], [1.2302, 1.8247, 0.7226], [-1.5404, -1.4030, 0.2379], [-1.4421, 0.8950, -0.7660]], "molar_mass_g_mol": 84.2, "gap_ev": [8.164, 8.262], "lumo_ev": [-0.50, -0.64]}

---

Entry B
{"formula": "C4H8Si", "method": "ωB97M-V/def2-TZVPD", "species": ["C", "C", "C", "C", "Si", "H", "H", "H", "H", "H", "H", "H", "H"], "xyz": [[-2.1646, 0.0548, -0.1750], [-0.8776, 0.8129, 0.1771], [-0.9525, -0.6447, 0.4806], [0.0177, -0.1627, -0.5381], [2.5828, -0.0691, 0.0645], [-2.9716, 0.1020, 0.5643], [-2.4860, -0.0092, -1.3454], [-0.6174, 1.7788, 0.4868], [-0.9239, -1.3443, 1.3122], [-0.1548, -0.3138, -1.5599], [3.4992, -1.2083, 0.0839], [2.5019, 0.1798, 1.4877], [2.5468, 0.8237, -1.0386]], "molar_mass_g_mol": 84.2, "gap_ev": 8.581, "lumo_ev": 0.30}

---

Name the least stable of them. entry B.

---

Entry A
{"formula": "C3H7FN3", "method": "ωB97M-V/def2-TZVPD", "species": ["C", "C", "C", "N", "N", "N", "F", "H", "H", "H", "H", "H", "H", "H"], "xyz": [[1.4385, -0.5761, 1.5737], [-0.8868, 0.8867, -2.0477], [-1.1533, 0.3645, -0.6290], [0.6283, 0.0824, 0.9105], [-0.0331, 0.8275, 0.2659], [1.3975, -0.8263, 2.9245], [-1.2178, -1.0310, -0.5574], [2.1978, -0.9170, 0.9225], [0.1138, 1.2764, -2.1244], [-1.5713, 1.8605, -2.2692], [-1.2197, 0.0473, -2.7862], [-2.0676, 0.7557, -0.1930], [2.1495, -1.3575, 3.3174], [0.4685, -0.7452, 3.3279]], "molar_mass_g_mol": 104.1, "gap_ev": 9.235, "lumo_ev": -5.41, "total_charge": 1}

---

Entry B
{"formula": "C3H7FN3", "method": "ωB97M-V/def2-TZVPD", "species": ["C", "C", "C", "N", "N", "N", "F", "H", "H", "H", "H", "H", "H", "H"], "xyz": [[0.1700, -0.8197, 1.3277], [-0.2924, 1.1369, -0.4478], [0.0493, 1.2670, 0.9927], [0.1887, -1.2002, 2.4723], [0.1389, -1.1855, 0.0278], [0.3256, -0.1700, -0.9524], [1.2834, 1.7645, 1.1999], [-1.3688, 1.0756, -0.5848], [0.1198, 1.9425, -1.0601], [-0.6705, 1.6441, 1.7023], [0.2755, -2.1247, 2.8621], [0.3227, -2.1336, -0.2798], [-0.1203, -0.4484, -1.8379], [1.3326, 0.0018, -1.1340]], "molar_mass_g_mol": 104.1, "gap_ev": 9.268, "lumo_ev": -3.83, "total_charge": 1}

---

Name the least stable of them. entry B.

---

Entry A
{"formula": "C11H12N2O6PdS3", "method": "ωB97M-V/def2-TZVPD", "species": ["Pd", "O", "C", "O", "C", "C", "C", "C", "C", "C", "S", "H", "H", "H", "H", "C", "N", "C", "C", "N", "C", "S", "H", "H", "H", "H", "H", "H", "H", "H", "O", "S", "O", "O", "O"], "xyz": [[0.1610, -0.6135, 0.8350], [1.9919, 0.1584, -0.7079], [1.3305, 1.1474, -0.3323], [0.0800, 1.2942, -0.5167], [1.9814, 2.1542, 0.5793], [3.0183, 2.9646, 0.1691], [3.5534, 3.9047, 1.0444], [3.0665, 4.0305, 2.3438], [2.0540, 3.2061, 2.7803], [1.5010, 2.2439, 1.9107], [0.3508, 1.1471, 2.5288], [3.4079, 2.8638, -0.8352], [4.3609, 4.5440, 0.7114], [3.4944, 4.7636, 3.0140], [1.6855, 3.2651, 3.7962], [-2.3796, 0.3508, -2.5130], [-2.4075, -0.9595, -1.8997], [-2.2822, -2.1878, -2.6892], [-2.0728, -3.2729, -1.6161], [-2.3755, -2.5443, -0.3849], [-2.4045, -1.2311, -0.6037], [-2.3589, -0.0833, 0.6822], [-3.2710, 0.4964, -3.1247], [-1.4880, 0.4387, -3.1342], [-2.3315, 1.1024, -1.7308], [-1.4289, -2.0953, -3.3614], [-3.1808, -2.3480, -3.2871], [-1.0471, -3.6369, -1.5822], [-2.7508, -4.1132, -1.7434], [-2.0736, -2.8677, 0.5272], [0.5053, -4.1490, 2.5588], [0.3991, -2.9227, 1.8473], [1.3990, -1.8663, 2.2367], [-0.9234, -2.1912, 2.1327], [0.4351, -2.9933, 0.3647]], "s_squared": 6.046, "molar_mass_g_mol": 470.8, "gap_ev": [9.538, 6.221], "lumo_ev": [0.36, -3.03], "multiplicity": 5}

---

Entry B
{"formula": "C11H12N2O6PdS3", "method": "ωB97M-V/def2-TZVPD", "species": ["Pd", "O", "C", "O", "C", "C", "C", "C", "C", "C", "S", "H", "H", "H", "H", "C", "N", "C", "C", "N", "C", "S", "H", "H", "H", "H", "H", "H", "H", "H", "O", "S", "O", "O", "O"], "xyz": [[-0.3791, 0.1080, -0.4757], [-2.4262, 0.9390, 0.5034], [-1.5431, 1.8105, 0.4141], [-0.3777, 1.6887, 0.9801], [-1.7520, 3.0345, -0.4237], [-2.9010, 3.7823, -0.3330], [-3.0224, 4.9569, -1.0749], [-1.9893, 5.3870, -1.9039], [-0.8422, 4.6282, -2.0292], [-0.7186, 3.4231, -1.3111], [0.6408, 2.4163, -1.5757], [-3.6929, 3.4568, 0.3294], [-3.9309, 5.5435, -1.0011], [-2.0892, 6.3112, -2.4594], [-0.0400, 4.9287, -2.6936], [2.4481, -3.3582, -0.2263], [3.0495, -2.0289, -0.1418], [4.0371, -1.6090, -1.1521], [4.0773, -0.0749, -1.0001], [3.1505, 0.1386, 0.1180], [2.4798, -0.9772, 0.4306], [1.1361, -1.0097, 1.4922], [3.2389, -4.0840, -0.4007], [1.7253, -3.4001, -1.0396], [1.9426, -3.5915, 0.7033], [3.6859, -1.9042, -2.1396], [4.9980, -2.0793, -0.9539], [3.7154, 0.4194, -1.8972], [5.0688, 0.2916, -0.7535], [2.7401, 1.0276, 0.3238], [-0.0545, -2.4702, -3.2943], [-0.1972, -1.5026, -2.2600], [-1.1510, -0.3703, -2.5307], [1.1039, -0.7703, -1.9114], [-0.6340, -2.0542, -0.9198]], "s_squared": 6.047, "molar_mass_g_mol": 470.8, "gap_ev": [9.321, 5.942], "lumo_ev": [0.10, -3.10], "multiplicity": 5}

---

Name the least stable of them. entry B.

---

Entry A
{"formula": "C7H15N", "method": "ωB97M-V/def2-TZVPD", "species": ["C", "C", "C", "C", "C", "C", "C", "N", "H", "H", "H", "H", "H", "H", "H", "H", "H", "H", "H", "H", "H", "H", "H"], "xyz": [[2.6756, -0.4210, -0.4551], [1.1747, -0.3583, -0.6804], [0.4301, -0.3071, 0.6607], [-1.0931, -0.2131, 0.6058], [-1.9561, -1.2108, 0.4280], [-1.6489, 1.1657, 0.9974], [-1.2718, 2.1961, -0.1016], [0.6654, -1.4942, -1.4599], [3.2315, -0.1491, -1.3504], [3.0409, 0.2805, 0.3066], [3.1276, -1.3558, -0.1099], [0.9219, 0.5196, -1.2749], [0.6019, -1.2600, 1.1803], [0.7340, 0.4553, 1.3738], [-3.0201, -1.0616, 0.5605], [-1.6540, -2.2373, 0.2572], [-2.7118, 1.0715, 1.2042], [-1.1440, 1.3910, 1.9446], [-0.1959, 2.3453, -0.1361], [-1.4790, 1.6630, -1.0348], [-1.8879, 3.0831, -0.0095], [1.3467, -1.9809, -2.0119], [0.1123, -2.1218, -0.8945]], "molar_mass_g_mol": 113.2, "gap_ev": 9.899, "lumo_ev": 1.05}

---

Entry B
{"formula": "C7H15N", "method": "ωB97M-V/def2-TZVPD", "species": ["C", "C", "C", "C", "C", "C", "C", "N", "H", "H", "H", "H", "H", "H", "H", "H", "H", "H", "H", "H", "H", "H", "H"], "xyz": [[0.9272, 0.6762, 0.1359], [-0.1275, -0.5678, -1.9054], [-1.7080, -1.7366, 0.6792], [1.5359, 1.8379, -0.6269], [1.9611, 0.0147, 1.0629], [-0.0689, -0.1309, -0.4765], [-1.0601, -0.3706, 0.5308], [-1.9766, 0.7504, 0.7919], [-0.0487, 0.4724, 1.2059], [-2.3539, 0.7013, 1.7320], [-2.7650, 0.7006, 0.1496], [0.8611, -0.7024, -2.3512], [-0.6787, -1.5076, -1.9926], [-0.6673, 0.1657, -2.5194], [-1.0302, -2.5441, 0.3932], [-2.6245, -1.8216, 0.0795], [-1.9999, -1.9013, 1.7205], [2.3537, 1.4979, -1.2766], [0.7959, 2.3471, -1.2447], [1.9644, 2.5689, 0.0632], [2.8185, -0.3186, 0.4634], [1.5518, -0.8529, 1.5795], [2.3396, 0.7214, 1.8059]], "molar_mass_g_mol": 113.2, "gap_ev": 8.649, "lumo_ev": 0.94}

---

Name the least stable of them. entry B.